Entry 1:
DFT (ωB97M-V with the def2-TZVPD basis set) results for a molecular structure, C41H53AsClIrN2OP2Si2.

```
104
Properties=species:S:1:pos:R:3:forces:R:3
Ir 0.012606 -0.997952 -0.125371 -0.4 0.2 -0.3
C -2.639784 -2.495741 3.026235 0.0 0.0 0.0
Si -2.969130 -1.360510 1.566830 0.0 0.1 -0.1
C -3.554292 -2.415931 0.141251 0.0 0.0 0.0
C -4.396218 -0.219971 2.031429 0.0 0.0 0.0
N -1.606180 -0.438792 1.023195 0.0 0.0 0.3
P -0.859657 0.883433 1.636747 0.0 -0.1 0.0
C 0.645062 0.771894 0.873270 0.0 0.0 0.0
P 1.018528 1.516230 -0.608302 0.1 0.0 0.0
N 0.347919 0.573331 -1.735037 0.1 -0.2 0.0
Si 0.823520 0.112268 -3.322313 0.0 0.0 -0.1
C -0.715813 -0.455471 -4.234672 0.0 0.0 0.0
C 1.581177 1.513129 -4.322298 0.0 0.0 0.0
C 2.095963 -1.267439 -3.284662 0.0 0.0 0.0
C 2.825732 1.585224 -0.828315 0.0 0.0 0.0
C 3.461919 2.631818 -1.488594 0.0 0.0 0.0
C 4.832093 2.591285 -1.714455 0.0 0.0 0.0
C 5.575211 1.503002 -1.283909 0.0 0.0 0.0
C 4.948375 0.457834 -0.615648 0.0 0.0 0.0
C 3.583235 0.501750 -0.383650 0.0 0.0 0.0
C 0.528330 3.254002 -0.774930 0.0 0.0 -0.1
C 0.940213 4.191366 0.170320 0.0 0.0 0.0
C 0.565141 5.518833 0.044487 0.0 0.0 0.0
C -0.219068 5.920592 -1.030489 0.0 0.0 0.0
C -0.637618 4.990697 -1.969786 0.0 0.0 0.0
C -0.268321 3.658454 -1.838714 0.0 0.0 0.0
C -1.894635 2.349101 1.375480 0.0 0.0 0.0
C -1.880742 3.438998 2.240832 0.0 0.0 0.0
C -2.618788 4.575795 1.942828 0.0 0.0 0.0
C -3.367159 4.630960 0.776404 0.0 0.0 0.0
C -3.376326 3.550363 -0.096590 0.0 0.0 0.0
C -2.639359 2.415537 0.199018 0.0 0.0 0.0
C -0.686949 0.821546 3.447544 0.0 0.0 0.0
C 0.587884 0.776568 3.999697 0.0 0.0 0.0
C 0.753968 0.670086 5.374586 0.0 0.0 0.0
C -0.355252 0.620063 6.205264 0.0 0.0 0.0
C -1.632680 0.697629 5.663188 0.0 0.0 0.0
C -1.796426 0.805192 4.291795 0.0 0.0 0.0
H -2.092412 -3.390945 2.725428 0.0 0.0 0.0
H -2.058227 -1.993741 3.802809 0.0 0.0 0.0
H -3.586999 -2.813070 3.472604 0.0 0.0 0.0
H -4.366798 -3.079246 0.448485 0.0 0.0 0.0
H -3.898474 -1.796178 -0.689535 0.0 0.0 0.0
H -2.709740 -3.009430 -0.204147 0.0 0.0 0.0
H -5.330850 -0.710299 1.744297 0.0 0.0 0.0
H -4.457483 -0.028591 3.103552 0.0 0.0 0.0
H -4.354344 0.738874 1.512728 0.0 0.0 0.0
H -1.402608 0.383659 -4.374026 0.0 0.0 0.0
H -0.483192 -0.865365 -5.221671 0.0 0.0 0.0
H -1.236209 -1.208858 -3.642726 0.1 0.0 0.0
H 0.978626 2.423823 -4.292845 0.0 0.0 0.0
H 2.581705 1.761819 -3.964666 0.0 0.0 0.0
H 1.669108 1.208832 -5.369414 0.0 0.0 0.0
H 1.780487 -2.079499 -2.625813 0.0 0.0 0.0
H 2.270320 -1.682365 -4.282572 0.0 0.0 0.0
H 3.051689 -0.886660 -2.913400 0.0 0.0 0.0
H 2.889064 3.482979 -1.837072 0.0 0.0 0.0
H 5.316150 3.411724 -2.229406 0.0 0.0 0.0
H 6.643251 1.471628 -1.460131 0.0 0.0 0.0
H 5.521021 -0.391722 -0.265243 0.0 0.0 0.0
H 3.099453 -0.301914 0.162179 0.0 0.0 0.0
H 1.555457 3.875654 1.006287 0.0 0.0 0.0
H 0.883315 6.242733 0.784212 0.0 0.0 0.0
H -0.508731 6.959279 -1.129374 0.0 0.0 0.0
H -1.258555 5.300190 -2.801292 0.0 0.0 0.0
H -0.613274 2.917073 -2.549239 0.0 0.0 0.0
H -1.294628 3.400824 3.151091 0.0 0.0 0.0
H -2.605920 5.420095 2.620457 0.0 0.0 0.0
H -3.942323 5.518576 0.544513 0.0 0.0 0.0
H -3.952996 3.596792 -1.011881 0.0 0.0 0.0
H -2.624505 1.570512 -0.480658 0.0 0.0 0.0
H 1.434056 0.844439 3.326163 0.0 -0.1 0.0
H 1.750399 0.632675 5.796997 0.0 0.0 0.0
H -0.227166 0.535557 7.277065 0.0 0.0 0.0
H -2.500003 0.680569 6.311085 0.0 0.0 0.0
H -2.792588 0.889826 3.876524 0.0 0.0 0.0
C -2.865351 -3.562988 -3.248481 0.0 0.0 0.0
As -1.191864 -3.867126 -2.338186 0.1 0.0 0.0
C -1.474395 -5.383748 -1.186568 0.0 0.0 0.0
C 0.062053 -4.389927 -3.694738 0.0 0.0 0.0
O -0.712878 -2.484258 -1.583513 0.1 0.0 0.0
H -2.816291 -3.954818 -4.263203 0.0 0.0 0.0
H -3.027896 -2.488101 -3.275169 0.0 0.0 0.0
H -3.677909 -4.038367 -2.702833 0.0 0.0 0.0
H -1.869765 -6.210151 -1.777471 0.0 0.0 0.0
H -2.194266 -5.103824 -0.420052 0.0 0.0 0.0
H -0.536843 -5.668243 -0.717790 0.1 0.0 0.0
H -0.296999 -5.289608 -4.194138 0.0 0.0 0.0
H 1.034872 -4.567356 -3.242414 0.0 0.0 0.0
H 0.140717 -3.571131 -4.408194 0.0 0.0 0.0
Cl 2.093488 -4.319956 -0.742104 -0.1 0.0 0.0
C 2.745152 -3.260463 0.493972 0.0 0.0 0.0
C 4.130772 -3.207606 0.579323 0.0 0.0 0.0
C 4.726576 -2.456963 1.575027 0.0 0.0 0.0
C 3.920327 -1.779914 2.484379 0.0 0.0 0.0
C 2.546659 -1.841138 2.368777 0.0 0.0 0.0
C 1.897961 -2.563392 1.355030 0.0 0.0 0.0
C 0.411463 -2.486790 1.241301 0.2 -0.1 0.0
H 4.725415 -3.767772 -0.129658 0.0 0.0 0.0
H 5.805459 -2.415665 1.649992 0.0 0.0 0.0
H 4.367451 -1.199733 3.281999 0.0 0.0 0.0
H 1.922768 -1.308440 3.072619 0.0 0.0 0.0
H 0.007455 -2.280479 2.234597 -0.1 0.0 0.0
H -0.012687 -3.437466 0.893469 0.0 0.0 0.0
```
Positions in Å, forces in eV/Å.

Computed properties:
E_tot	-5840.96824	hartree
spin multiplicity	1

Atomic partial charges in e from the Löwdin method, atoms 1 to 99: 1.09, -0.17, 0.35, -0.18, -0.16, -0.36, 0.70, -0.51, 0.65, -0.33, 0.31, -0.17, -0.17, -0.17, -0.27, -0.09, -0.09, -0.09, -0.07, -0.08, -0.30, -0.09, -0.08, -0.09, -0.08, -0.09, -0.29, -0.08, -0.08, -0.08, -0.08, -0.10, -0.29, -0.09, -0.08, -0.08, -0.08, -0.10, 0.02, 0.02, 0.03, 0.04, 0.04, -0.03, 0.03, 0.02, 0.02, 0.03, 0.03, -0.02, 0.02, 0.02, 0.03, -0.02, 0.03, 0.02, 0.11, 0.10, 0.10, 0.09, 0.08, 0.12, 0.10, 0.10, 0.10, 0.09, 0.11, 0.10, 0.10, 0.11, 0.11, 0.08, 0.10, 0.10, 0.10, 0.09, -0.19, 0.98, -0.20, -0.20, -0.64, 0.04, 0.03, 0.04, 0.04, 0.03, 0.02, 0.04, 0.00, 0.04, 0.71, -0.58, -0.13, -0.11, -0.08, -0.06, -0.32, -0.28, 0.10

***

Entry 2:
DFT (ωB97M-V with the def2-TZVPD basis set) results for 7 unconnected molecules or ions with the total composition C47H79FN2O20P3S in a non-equilibrium geometry.

```
153
Properties=species:S:1:pos:R:3:forces:R:3
C -4.518704 1.174224 1.593452 0.6 -0.1 0.3
C -3.166960 1.592448 0.978951 -1.1 0.0 -0.2
C -3.085716 1.140499 -0.487949 0.2 0.2 0.2
C -3.851122 2.165050 -1.324324 -0.2 0.1 -0.1
C -1.649929 0.750395 -0.980136 0.3 -0.7 -0.6
P -1.998063 -0.762519 -2.139401 -0.2 -0.4 0.4
C -3.500368 -0.375984 -3.125601 0.6 -0.2 -0.3
C -0.795594 -0.972160 -3.515251 0.2 -0.3 -0.2
C 0.353038 -1.941890 -3.174760 -0.1 -0.1 -0.2
O -1.045473 0.121854 0.147865 0.0 0.8 0.3
C 0.281472 0.271675 0.626821 0.3 -1.1 -0.3
C 0.990172 -1.070894 0.344503 0.3 0.0 -0.2
C 1.696294 -1.733467 1.525643 -0.1 -0.3 0.2
O 1.118450 -3.061837 1.661285 0.0 0.7 0.1
C 1.952653 -4.076226 1.450085 0.1 -0.1 -0.2
O 1.631940 -5.013433 0.791908 -0.1 -0.8 -0.2
C 1.014272 1.579870 0.269814 -0.1 0.8 0.7
C 0.529102 2.792687 1.151776 -0.3 0.0 -0.4
C -0.361689 2.606449 2.368634 0.2 0.4 0.1
O -0.246381 1.784599 3.221251 -0.2 -0.7 0.1
O -1.296550 3.572077 2.516786 0.0 0.3 0.3
C 2.558762 1.556358 0.563270 0.2 -0.5 0.3
C 2.679601 1.313856 2.100680 -0.2 -0.2 -0.2
C 3.639876 0.658334 -0.076596 0.8 0.2 -0.2
C 4.255113 0.912369 -1.459998 -0.1 -0.4 0.0
N 0.627918 1.985186 -1.202835 1.0 -1.8 -0.2
N 1.112368 0.837534 -2.008727 0.5 0.7 0.3
C 1.644495 0.988058 -3.113539 -1.0 -0.1 0.1
S 2.058717 0.900330 -4.590549 0.6 0.1 -0.2
P 1.490664 3.443400 -1.965621 -0.5 0.4 -1.2
P 1.004972 5.376339 -0.984515 0.9 0.6 1.1
O 1.758713 5.524659 0.267536 -0.2 -0.2 0.1
O -0.552200 5.606578 -0.815788 -0.3 -0.3 -0.3
O 1.365498 6.371662 -2.137326 -0.2 -0.6 -0.3
C -0.869002 1.984897 -1.480559 -1.0 1.3 0.6
C -1.195599 2.410752 -2.917626 -0.3 0.0 -0.3
C -1.725206 3.830642 -3.116038 -0.1 -0.2 -0.3
F -0.734956 4.631084 -3.687776 0.0 0.1 0.2
H -4.427098 1.229089 2.677863 -0.2 0.2 0.1
H -4.743430 0.135726 1.362021 -0.2 0.0 -0.2
H -5.331550 1.825070 1.288880 -0.2 -0.1 -0.1
H -2.401924 1.177284 1.619193 0.3 0.0 -0.1
H -3.179760 2.679707 0.998139 0.6 0.2 0.2
H -3.660649 0.216106 -0.528454 0.1 -0.2 -0.1
H -3.771175 2.048098 -2.398204 0.0 -0.1 -0.1
H -4.909117 2.067456 -1.090782 -0.1 0.0 0.0
H -3.578397 3.189954 -1.069226 0.1 0.1 0.0
H -3.325884 0.315178 -3.950141 -0.2 0.2 0.0
H -4.336549 -0.103033 -2.504411 -0.2 0.2 0.0
H -3.752823 -1.332765 -3.583368 0.0 -0.1 0.0
H -1.390264 -1.466471 -4.284478 -0.2 0.1 0.0
H -0.448777 -0.055810 -3.992057 -0.1 0.1 0.1
H 1.311149 -1.592054 -3.555169 0.1 0.0 0.2
H 0.415717 -2.138322 -2.109044 0.2 0.1 0.1
H 0.178264 -2.900783 -3.655122 -0.1 -0.1 0.0
H 0.183402 0.267172 1.706954 -0.2 0.3 0.1
H 1.634738 -1.034836 -0.525337 0.1 0.0 -0.1
H 0.194545 -1.763293 0.085666 -0.2 0.1 0.0
H 2.766124 -1.848358 1.360828 0.1 0.1 0.0
H 1.564727 -1.221063 2.475591 -0.2 0.1 0.0
H 2.939269 -4.004893 1.920855 0.2 0.3 0.1
H 0.028234 3.526078 0.532598 -0.2 -0.1 -0.2
H 1.397456 3.340537 1.511600 0.1 0.0 0.1
H -0.993216 4.394008 2.117214 -0.1 0.0 -0.1
H 2.934668 2.570910 0.445644 -0.2 0.2 -0.3
H 3.294402 0.445798 2.310835 0.1 0.0 0.0
H 3.135816 2.157379 2.605237 0.1 0.1 0.0
H 1.729533 1.121058 2.577641 0.0 0.1 0.2
H 4.485571 0.814648 0.595446 -0.1 0.2 0.2
H 3.477237 -0.408882 0.021082 -0.4 0.0 0.0
H 5.294344 0.588997 -1.434714 0.1 0.1 0.1
H 3.810337 0.279723 -2.218837 -0.2 0.2 -0.3
H 4.276597 1.950168 -1.780645 -0.1 0.1 0.0
H 2.750957 3.324897 -1.380211 -0.1 -0.1 0.5
H -0.759500 5.713909 0.120515 -0.1 0.2 0.0
H 2.220965 6.148945 -2.548564 0.5 0.6 -0.2
H -1.279335 2.788969 -0.861858 0.5 0.2 0.2
H -1.963063 1.740530 -3.290062 0.1 -0.2 0.1
H -0.370033 2.309683 -3.617809 0.1 -0.2 0.1
H -2.560407 3.821526 -3.813207 0.0 0.0 -0.1
H -2.071054 4.296757 -2.199801 0.1 0.1 0.1
O 4.020935 -9.408891 4.935433 0.0 -0.1 0.0
C 3.417362 -9.055540 3.969542 0.1 0.2 0.1
O 3.444962 -9.740867 2.798630 0.0 0.0 -0.1
C 2.715792 -9.031366 1.785243 -0.1 0.1 0.0
C 1.755404 -8.121926 2.542175 0.0 0.1 0.1
C 2.551474 -7.815881 3.809528 -0.3 -0.2 -0.2
H 3.429129 -8.466560 1.180006 0.0 0.0 0.0
H 2.211555 -9.754418 1.148756 0.1 -0.1 0.0
H 1.463156 -7.243304 1.971491 0.1 0.0 0.0
H 0.851372 -8.674638 2.801535 0.0 0.0 0.0
H 3.210206 -6.954422 3.686146 0.0 0.0 0.1
H 1.927975 -7.674850 4.687268 0.1 0.1 0.1
O 2.958571 1.111703 4.880135 0.1 0.0 0.0
C 2.773064 2.043090 5.612351 -0.1 -0.3 0.2
O 3.506505 3.174872 5.531029 0.0 0.1 0.0
C 3.136697 4.080622 6.593378 -0.1 0.1 0.1
C 1.727353 3.660662 6.995047 0.0 -0.1 0.0
C 1.759707 2.155406 6.726762 0.0 0.5 -0.1
H 3.855416 3.966350 7.406148 0.0 0.0 0.0
H 3.193471 5.097633 6.214712 0.1 0.0 -0.1
H 1.473317 3.925914 8.018227 0.1 0.0 0.0
H 1.001448 4.137369 6.333926 0.0 0.0 0.0
H 2.119483 1.588438 7.585466 -0.1 -0.1 0.0
H 0.803412 1.755557 6.410619 0.0 -0.2 0.1
O -6.019502 -0.594289 -1.244283 0.1 0.1 -0.1
C -6.489655 -1.491340 -1.891030 -0.2 0.0 0.5
O -6.642125 -1.424924 -3.224378 0.0 0.0 -0.1
C -7.325798 -2.602289 -3.707692 -0.1 -0.2 0.0
C -7.092009 -3.662007 -2.637023 0.0 0.1 0.1
C -7.016032 -2.811766 -1.367171 0.1 -0.2 -0.4
H -8.381589 -2.355882 -3.828431 0.0 0.0 0.0
H -6.913728 -2.868046 -4.677079 0.1 0.1 0.0
H -7.863670 -4.427512 -2.619186 -0.1 0.0 0.0
H -6.133518 -4.153566 -2.807388 0.0 0.0 0.0
H -7.998153 -2.638165 -0.925065 0.0 0.0 0.1
H -6.343534 -3.220222 -0.618741 -0.1 0.1 0.1
O -0.313580 -0.106712 7.843774 -0.1 0.1 0.0
C -1.201962 -0.334728 7.076022 0.2 -0.2 -0.1
O -2.477877 -0.531374 7.475991 -0.1 0.0 0.0
C -3.307177 -0.886451 6.355940 0.0 0.0 -0.1
C -2.570610 -0.358273 5.128531 0.1 0.0 0.0
C -1.112036 -0.483358 5.564863 -0.3 0.2 0.0
H -3.413563 -1.972948 6.340032 0.0 0.0 0.0
H -4.287946 -0.439741 6.495687 0.0 0.0 0.1
H -2.815896 -0.901734 4.217819 0.0 -0.1 0.0
H -2.816269 0.693094 4.970446 0.0 0.0 0.0
H -0.696445 -1.468298 5.344798 0.1 0.0 0.0
H -0.472730 0.284038 5.139030 0.1 -0.1 0.0
O 4.104778 6.316261 -3.317268 -0.4 -0.2 0.2
C 4.151630 6.745783 -4.444166 -0.1 0.0 -0.2
O 4.092939 8.054165 -4.702923 0.0 0.0 0.0
C 4.070761 8.289387 -6.128142 0.0 0.0 -0.2
C 4.681099 7.034587 -6.740650 0.0 -0.1 0.1
C 4.254649 5.961342 -5.737940 0.3 0.3 -0.1
H 3.033617 8.441664 -6.430111 0.0 0.0 0.0
H 4.634543 9.193005 -6.338683 0.0 0.0 0.1
H 4.351485 6.853384 -7.760470 -0.1 0.0 0.0
H 5.767831 7.117538 -6.747285 0.0 0.0 0.0
H 3.270312 5.548025 -5.967287 0.0 0.0 0.0
H 4.975247 5.154598 -5.637968 -0.1 -0.1 0.1
O 0.109834 -5.108996 -5.233342 -0.1 0.1 0.0
C 0.186847 -5.615166 -4.152536 0.2 0.0 0.0
O -0.695845 -5.341912 -3.164308 -0.1 0.0 0.0
C -0.297317 -5.992334 -1.940699 0.1 0.0 0.2
C 0.593242 -7.149619 -2.375811 0.1 0.0 -0.1
C 1.238653 -6.584569 -3.641921 -0.3 -0.2 0.2
H 0.238665 -5.267858 -1.326351 0.0 0.0 0.0
H -1.188214 -6.314948 -1.408259 -0.1 0.1 -0.1
H 1.302502 -7.451103 -1.608134 0.0 0.1 0.0
H -0.020016 -8.015228 -2.628899 0.0 0.0 0.0
H 2.144612 -6.017830 -3.421177 0.0 0.0 -0.1
H 1.455161 -7.338886 -4.392333 0.1 0.1 -0.1
```
Positions in Å, forces in eV/Å.

Computed properties:
E_tot	-4974.50403	hartree
total charge	+1
spin multiplicity	1

Atomic partial charges in e from the Löwdin method, atoms 1 to 99: -0.06, -0.20, -0.33, -0.05, -0.44, 1.09, -0.28, -0.41, -0.14, -0.11, -0.22, -0.08, -0.13, -0.02, -0.35, 0.09, -0.21, -0.03, -0.48, 0.13, 0.12, -0.25, -0.05, -0.20, -0.09, -0.22, 0.10, -0.87, 0.93, 1.09, 0.27, -0.29, -0.12, -0.11, -0.20, -0.14, -0.19, -0.08, 0.07, 0.08, 0.08, 0.09, 0.10, 0.09, 0.06, 0.10, 0.08, 0.05, 0.00, 0.05, 0.08, 0.02, 0.04, 0.04, 0.05, 0.13, 0.09, 0.12, 0.11, 0.13, 0.15, 0.06, 0.13, 0.11, 0.11, 0.09, 0.10, 0.05, 0.12, 0.09, 0.08, 0.04, 0.06, -0.04, 0.09, 0.04, 0.13, 0.08, 0.08, 0.13, 0.09, 0.13, -0.49, 0.02, -0.16, -0.15, -0.07, 0.12, 0.12, 0.09, 0.12, 0.13, 0.12, 0.10, -0.48, 0.03, -0.14, -0.14, -0.07

***

Entry 3:
DFT (ωB97M-V with the def2-TZVPD basis set) results for 2 unconnected molecules or ions with the total composition C4H12NO.

```
18
Properties=species:S:1:pos:R:3:forces:R:3
C -0.358334 0.491550 2.557229 0.1 0.2 -0.3
N 0.110683 0.949027 1.204193 0.4 0.2 -0.6
H -1.386292 0.802263 2.680071 -0.1 0.0 0.0
H -0.285056 -0.586030 2.585718 0.1 -0.1 0.1
H 0.266904 0.945769 3.317078 0.0 0.0 0.0
H -0.291850 1.834482 0.885819 -0.2 -0.1 0.3
H -0.066843 0.283234 0.416912 -0.2 0.2 0.1
H 1.119326 1.107186 1.152509 0.0 -0.1 0.3
C 1.413136 -1.152303 -1.110028 -0.5 0.0 -0.2
C 0.407767 -0.178978 -1.672141 0.1 -0.1 0.2
C -0.907350 -0.363703 -1.581885 0.2 -0.3 -0.1
O -1.792525 0.547387 -2.042342 -0.2 0.1 0.0
H 2.201080 -0.633400 -0.568818 0.2 0.0 0.0
H 0.920280 -1.860600 -0.439050 0.1 0.0 0.0
H 1.873877 -1.740559 -1.901458 0.2 0.1 0.0
H 0.761464 0.683335 -2.222200 0.1 0.2 0.0
H -1.311813 -1.291708 -1.183256 -0.1 0.1 0.1
H -2.674453 0.163046 -2.078351 0.0 0.1 -0.1
```
Positions in Å, forces in eV/Å.

Computed properties:
relative energy (zero: lowest compared OMol25 entry of this formula, charge and spin)	1.412	eV
total charge	+1
spin multiplicity	1

How positive or negative is each atom? The natural (NBO) charges in e answer that: -0.42, -0.70, 0.24, 0.24, 0.24, 0.44, 0.46, 0.44, -0.65, -0.32, 0.11, -0.67, 0.21, 0.21, 0.25, 0.23, 0.18, 0.50